One molecule with the formula C5H10O. Source: OMol25; level of theory: ωB97M-V with the def2-TZVPD basis set.

Output
- charge = 0
- Kohn-Sham gap (eV) = 10.73
- ΔE to the lowest compared entry with this formula, charge and spin (kJ/mol) = 92.8
- E_HOMO (eV) = -9.9
- LUMO level (eV) = 0.874
- SMILES string = C[C@H]1CC[C@H]1O

Last column: Löwdin charge in e.
Cartesian coordinates (Å):
C  1.492  -0.902  -0.147  -0.0685
C  0.423  -0.164  0.644  -0.3179
C  0.303  1.341  0.289  -0.1407
C  -0.855  0.996  -0.678  -0.1171
C  -1.023  -0.304  0.120  -0.3826
O  -1.432  -1.466  -0.553  -0.0131
H  1.399  -1.986  -0.025  0.0767
H  1.431  -0.685  -1.219  0.0826
H  2.488  -0.601  0.200  0.0782
H  0.522  -0.403  1.709  0.1288
H  -0.042  1.941  1.136  0.1052
H  1.194  1.809  -0.139  0.1053
H  -1.719  1.664  -0.731  0.1028
H  -0.491  0.815  -1.696  0.1137
H  -1.695  -0.148  0.992  0.1529
H  -1.995  -1.906  0.098  0.0938